[1]
C34H36F5IrN3O4PS | ωB97M-V/def2-TZVPD

XYZ file:
```
85
Properties=species:S:1:pos:R:3:forces:R:3:lowdin_charge:R:1
Ir -1.0434 -0.2215 0.5959 -0.10 -0.62 0.52 1.19
C -1.2527 3.8529 0.3467 0.06 -0.08 0.00 0.00
C -2.3932 2.9140 0.3580 0.00 0.04 0.00 -0.31
N -2.3495 1.6024 0.5395 0.19 0.02 -0.15 0.03
C -3.6603 1.1663 0.5201 0.07 -0.10 0.02 -0.13
C -4.4956 2.2182 0.3164 -0.03 -0.02 -0.02 -0.05
N -3.6731 3.3041 0.2131 -0.04 0.00 0.02 0.20
C -5.9691 2.4065 0.1799 -0.03 0.03 0.01 -0.47
O -6.7306 1.3414 0.3099 0.01 -0.03 0.00 0.17
O -6.3852 3.5132 -0.0412 0.02 0.00 0.00 0.14
C -3.9344 -0.2617 0.7383 0.14 0.08 -0.12 -0.51
O -5.0504 -0.7329 0.7769 -0.06 0.00 0.01 0.12
O -2.8412 -0.9728 0.9108 -0.29 0.15 -0.01 -0.29
H -0.3355 3.2743 0.3850 0.02 0.03 0.01 -0.01
H -1.2864 4.5106 1.2163 -0.01 0.00 0.00 0.11
H -1.2500 4.4630 -0.5568 0.00 -0.01 0.00 0.10
H -4.0215 4.2406 0.0567 -0.02 0.00 0.01 0.19
H -6.2112 0.5188 0.4934 0.00 0.04 0.00 0.08
F 2.5896 9.0607 0.3541 0.00 -0.01 0.00 0.17
C 2.4711 7.7515 0.2723 0.00 0.05 0.00 -0.11
C 2.0763 7.1715 -0.9294 0.01 0.01 0.01 -0.14
F 1.8215 7.9450 -1.9765 0.00 -0.01 0.00 0.15
C 1.9532 5.8037 -1.0084 -0.01 0.00 -0.04 -0.24
F 1.5650 5.2741 -2.1595 0.01 0.00 0.01 0.11
C 2.2079 4.9641 0.0974 -0.01 -0.05 0.00 -0.53
S 2.0491 3.2767 -0.0018 0.14 0.22 -0.03 0.93
C 2.6029 5.5982 1.2956 0.01 0.01 0.04 -0.23
F 2.8569 4.8709 2.3719 0.00 -0.01 -0.01 0.11
C 2.7365 6.9649 1.3881 0.00 0.00 -0.01 -0.14
F 3.1103 7.5414 2.5223 0.00 -0.01 -0.01 0.15
N 0.5818 -0.0274 -0.1371 -0.21 0.42 -0.37 -0.10
C 1.5202 -0.1923 -0.9667 0.08 -0.08 0.05 -0.28
C 1.2027 -0.9902 -2.1893 -0.04 0.06 -0.03 -0.20
C 0.0446 -0.7283 -2.9130 0.04 0.05 -0.05 -0.05
C -0.2647 -1.4934 -4.0278 0.00 -0.02 0.01 -0.07
C 0.5728 -2.5305 -4.4125 0.00 0.01 0.00 -0.06
C 1.7290 -2.7964 -3.6886 -0.01 0.00 0.00 -0.06
C 2.0504 -2.0238 -2.5842 -0.01 -0.06 0.06 -0.05
C 2.9006 0.3113 -0.7498 0.02 -0.04 -0.09 -0.23
C 3.7061 0.5425 -1.8667 0.01 0.03 -0.01 -0.03
C 4.9992 1.0117 -1.7119 0.00 0.01 0.00 -0.05
C 5.5063 1.2501 -0.4415 -0.02 0.01 0.00 -0.06
C 4.7066 1.0369 0.6719 0.01 -0.01 0.00 -0.07
C 3.4084 0.5780 0.5200 0.01 -0.04 0.07 -0.12
H -0.5978 0.0918 -2.6164 -0.01 -0.01 0.01 0.11
H -1.1612 -1.2803 -4.5950 0.01 0.01 -0.01 0.12
H 0.3331 -3.1255 -5.2839 -0.01 0.00 0.01 0.11
H 2.3854 -3.6014 -3.9913 0.00 0.00 0.01 0.11
H 2.9532 -2.2279 -2.0210 0.01 0.03 -0.03 0.13
H 3.3147 0.3748 -2.8610 0.00 -0.02 0.01 0.12
H 5.6112 1.1907 -2.5857 0.00 0.01 0.01 0.11
H 6.5201 1.6083 -0.3204 0.00 -0.01 0.00 0.11
H 5.0885 1.2367 1.6641 0.00 0.00 0.00 0.11
H 2.7911 0.4508 1.3974 -0.02 0.02 -0.03 0.10
C 1.1869 -4.5601 1.4246 0.01 -0.01 -0.05 -0.08
C 1.0578 -3.0827 1.0148 0.01 -0.07 0.04 -0.51
C 1.8498 -2.2324 2.0034 0.03 0.01 0.07 -0.10
P -0.6763 -2.4861 0.8855 0.00 0.01 -0.04 1.00
C -1.3165 -3.3158 -0.6647 0.08 -0.17 0.10 -0.47
C -2.3984 -2.5611 -1.4430 -0.05 -0.05 0.03 -0.12
C -1.7598 -4.7838 -0.5773 0.05 0.00 -0.06 -0.09
C -1.4014 -2.9875 2.5232 0.00 -0.01 0.02 -0.49
C -2.6136 -3.9164 2.4855 -0.05 0.02 0.02 -0.09
C -1.6801 -1.7953 3.4555 0.03 -0.03 0.10 -0.12
H 2.1595 -4.9328 1.1007 0.00 0.01 0.02 0.09
H 0.4290 -5.2136 1.0019 0.01 0.02 -0.03 0.05
H 1.1528 -4.6660 2.5094 -0.03 0.00 -0.01 0.08
H 1.4669 -2.9764 0.0063 0.03 0.13 0.00 0.09
H 1.4385 -2.3308 3.0114 0.00 -0.01 -0.01 0.09
H 1.8450 -1.1806 1.7425 -0.05 -0.02 0.02 0.02
H 2.8853 -2.5754 2.0413 0.00 0.01 -0.01 0.10
H -0.3898 -3.2838 -1.2541 -0.06 0.07 -0.09 0.09
H -3.3842 -2.7352 -1.0102 0.02 0.04 0.03 0.09
H -2.3999 -2.9543 -2.4608 -0.05 -0.01 0.01 0.09
H -2.2294 -1.4897 -1.5044 0.04 0.00 -0.03 0.03
H -2.5976 -4.9081 0.1009 -0.03 -0.01 -0.06 0.06
H -0.9687 -5.4753 -0.2993 -0.01 0.03 0.07 0.06
H -2.1070 -5.0846 -1.5673 0.05 0.00 -0.02 0.09
H -0.5760 -3.5483 2.9665 0.01 -0.01 -0.04 0.08
H -3.4407 -3.4685 1.9314 0.03 -0.02 0.01 0.08
H -2.9477 -4.0796 3.5117 -0.02 0.02 -0.01 0.09
H -2.3832 -4.8920 2.0653 0.02 0.01 0.03 0.06
H -2.7352 -1.5261 3.4307 0.03 0.03 -0.05 0.08
H -1.0973 -0.9051 3.2154 0.07 -0.02 0.03 0.04
H -1.4283 -2.0790 4.4785 -0.07 -0.02 0.01 0.09
```
Forces are in eV/Å.

Output
* total charge: +1
* 2S+1: 2
* highest occupied orbital energy (spin up / spin down): -11.32 / -11.42 eV
* energy relative to the best compared isomer or geometry (same formula, charge and spin): 2.049 eV



[2]
C34H36FN3O4S2 | ωB97M-V/def2-TZVPD

XYZ file:
```
80
Properties=species:S:1:pos:R:3:forces:R:3:lowdin_charge:R:1
C -8.2468 0.4588 1.1184 -0.42 0.13 0.05 -0.06
C -6.8248 0.0173 1.2359 0.48 -0.28 0.02 -0.27
C -6.4881 -1.3308 1.0610 0.36 0.45 0.00 -0.01
C -5.1687 -1.7742 1.1737 0.15 0.41 0.05 -0.20
C -4.8993 -3.2427 1.0587 -0.05 -0.54 -0.18 -0.05
C -4.1478 -0.8380 1.4480 -0.64 -0.26 0.83 -0.12
N -2.8918 -1.3155 1.9614 -0.09 0.10 -0.84 0.02
C -1.6099 -1.0128 1.5234 0.95 1.63 -0.51 -0.28
C -1.1541 -0.2662 0.4608 -1.13 -1.01 0.72 0.03
N -0.7746 -1.4185 2.5649 0.36 -0.55 -0.06 0.00
C 0.5962 -1.0722 2.5975 0.18 0.13 -0.32 -0.16
C 1.0370 -0.0397 3.4337 0.42 0.23 -0.75 -0.18
C 0.1845 0.4641 4.5554 -0.19 0.36 0.30 -0.04
C 2.2795 0.5393 3.1380 -0.10 -0.73 0.20 0.01
C 3.0763 0.0386 2.0985 -0.54 -0.12 -0.02 -0.25
C 4.4674 0.5470 1.9111 0.09 0.37 -0.34 -0.05
C 2.5862 -0.9843 1.2760 0.21 -0.13 0.58 0.00
C 1.3895 -1.6242 1.5866 -0.20 0.68 0.09 -0.22
C 0.8753 -2.8020 0.8235 0.33 -0.33 -0.39 -0.04
C -1.5189 -1.9101 3.6030 -0.90 -0.39 0.73 -0.07
C -2.8147 -1.8424 3.2492 0.41 -0.09 0.58 -0.05
C -4.4714 0.5099 1.6365 -0.36 -0.01 0.23 -0.19
C -3.4295 1.4897 2.0749 0.16 0.53 0.03 -0.03
C -5.8086 0.9201 1.5425 0.25 -0.20 -0.36 0.00
H -8.3229 1.5151 0.8557 0.04 -0.06 -0.03 0.08
H -8.7767 -0.1241 0.3638 0.02 0.05 -0.01 0.08
H -8.7907 0.3264 2.0576 0.06 -0.03 0.03 0.08
H -7.2714 -2.0589 0.8572 0.11 0.12 -0.03 0.12
H -4.0163 -3.4764 0.4491 -0.12 0.17 0.26 0.09
H -4.7840 -3.7327 2.0380 0.10 0.21 -0.24 0.08
H -5.7654 -3.7085 0.5747 0.20 -0.03 0.08 0.07
H -0.0853 -0.1774 0.3162 -0.34 0.30 -0.19 0.04
H -1.9055 0.1968 -0.1636 0.32 -0.11 -0.34 0.04
H 0.7364 1.2336 5.1052 -0.13 -0.13 0.00 0.08
H -0.7538 0.9251 4.2017 0.28 -0.29 0.06 0.08
H -0.0721 -0.3454 5.2581 0.06 0.40 -0.23 0.08
H 2.6394 1.3780 3.7419 -0.05 -0.33 -0.11 0.12
H 4.8917 0.1375 0.9928 0.09 0.09 0.11 0.05
H 4.4714 1.6395 1.8368 0.12 -0.10 0.04 0.09
H 5.1079 0.2525 2.7475 -0.05 0.05 -0.06 0.09
H 3.1449 -1.2943 0.3896 0.05 -0.07 0.38 0.12
H 1.7278 -3.3020 0.3507 -0.21 -0.03 0.00 0.08
H 0.3801 -3.5188 1.4921 0.08 0.21 -0.20 0.09
H 0.1696 -2.5068 0.0361 0.08 -0.05 0.19 0.08
H -1.0617 -2.2694 4.5168 -0.17 0.03 -0.28 0.12
H -3.6976 -2.0530 3.8144 -0.19 -0.20 0.04 0.12
H -3.8473 2.5012 2.0504 0.06 -0.12 0.09 0.08
H -3.0740 1.2986 3.1005 -0.11 -0.09 -0.30 0.09
H -2.5593 1.4716 1.4123 -0.08 0.00 0.24 0.06
H -6.0449 1.9712 1.7303 0.04 -0.30 -0.12 0.12
C -1.7217 0.2995 -6.4523 0.21 -0.03 0.14 -0.07
C -0.6096 -0.5240 -6.6557 0.17 0.31 0.21 -0.06
C 0.5853 -0.2589 -5.9781 0.03 -0.32 0.23 -0.05
C 0.6184 0.8149 -5.0868 0.17 -0.45 0.64 -0.26
S 2.2254 1.3991 -4.4406 0.58 1.45 -1.30 0.76
N 2.9708 0.8520 -2.7700 -2.22 -0.50 0.62 -0.12
F 1.7140 0.5991 -1.7819 3.11 1.27 -2.21 -0.17
S 4.1024 2.2524 -2.2783 0.28 1.28 -0.07 0.71
C 5.5508 1.5337 -1.4049 -0.20 -0.38 -0.21 -0.27
C 6.3613 2.3754 -0.6214 -0.41 -0.03 0.29 -0.06
C 7.4279 1.8212 0.1012 -0.20 -0.42 -0.60 -0.07
C 7.7297 0.4583 -0.0379 -0.28 0.07 -0.18 -0.08
C 6.9478 -0.3512 -0.8718 0.24 0.14 -0.07 -0.08
C 5.8798 0.1957 -1.5989 -0.14 -0.37 0.22 -0.08
O 4.6526 2.7266 -3.5369 -0.81 -0.84 1.35 -0.29
O 3.3919 3.1197 -1.3723 0.58 -0.90 -0.70 -0.28
O 3.2043 0.8562 -5.3561 -0.53 0.08 1.16 -0.30
O 2.0186 2.8253 -4.3171 0.01 -1.14 0.28 -0.31
C -0.4938 1.6105 -4.8348 -0.21 -0.13 0.33 -0.05
C -1.6835 1.3323 -5.5108 0.40 -0.13 -0.16 -0.06
H -2.6204 0.1328 -7.0422 0.09 -0.05 0.25 0.11
H -0.6726 -1.3756 -7.3331 0.08 0.31 0.10 0.11
H 1.4697 -0.8904 -6.1239 -0.38 0.40 0.04 0.12
H 6.1510 3.4466 -0.5503 -0.09 -0.44 0.06 0.12
H 8.0364 2.4287 0.7681 -0.18 0.05 -0.29 0.11
H 8.6014 0.0351 0.4761 -0.52 0.15 -0.11 0.11
H 7.1817 -1.4203 -0.9479 -0.12 0.52 -0.14 0.11
H 5.2943 -0.4256 -2.2922 0.23 0.30 0.50 0.12
H -0.4266 2.4171 -4.1027 -0.03 -0.23 -0.31 0.12
H -2.5706 1.9232 -5.3053 0.16 -0.02 -0.10 0.11
```
Forces are in eV/Å.

Output
* total charge: 0
* highest occupied orbital energy: -6.26 eV



- Which of these has the highest total charge?
  C34H36F5IrN3O4PS